This record from OMol25 describes a molecular structure, C44H46AuF6N8OPSSb2 at a distorted geometry. The level of theory is wB97M-V/def2-TZVPD.

XYZ file:
```
110
Properties=species:S:1:pos:R:3:mulliken_spin:R:1
Au 0.8573 -1.9970 0.7102 0.11
C 0.4475 -0.1684 5.7487 0.00
N 1.0620 -0.3622 4.4484 0.00
C 1.0973 -1.4384 3.6653 0.00
N 1.4436 -1.0675 2.4312 0.01
C 1.6275 0.2730 2.5319 0.01
N 1.3939 0.7108 3.7336 0.00
C -1.0230 0.0559 5.4480 -0.02
C -1.6856 1.2671 5.6286 0.13
C -2.9790 1.4343 5.1396 -0.01
C -3.5946 0.4539 4.3822 0.04
C -2.9347 -0.7629 4.2040 0.06
C -1.6826 -0.9652 4.7949 0.07
C -3.3183 -1.8005 3.2851 0.13
N -2.6271 -2.9124 3.1636 0.14
N -3.0330 -3.5227 2.0834 0.13
C -3.9813 -2.7944 1.5376 0.13
O -4.2157 -1.6935 2.2841 -0.04
C -4.4617 -2.9961 0.1951 0.08
C -5.5817 -2.3812 -0.3664 0.04
C -5.7983 -2.5123 -1.7270 -0.01
C -4.8562 -3.1313 -2.5440 0.12
C -3.7154 -3.7114 -1.9893 -0.04
C -2.5789 -4.2751 -2.8123 0.00
N -1.3201 -3.9807 -2.1595 0.00
C -0.9579 -2.8815 -1.5029 0.02
N 0.1779 -3.1123 -0.8516 0.01
C 0.4738 -4.4025 -1.1676 0.00
N -0.4185 -4.9313 -1.9479 0.00
C -3.5862 -3.7285 -0.6140 0.08
H 0.9080 0.7097 6.2061 0.00
H 0.6070 -1.0477 6.3766 0.00
H 0.9097 -2.4497 3.9690 0.00
H 1.9282 0.9036 1.7196 0.00
H -1.2061 2.0803 6.1512 0.00
H -3.4947 2.3638 5.3224 0.00
H -4.5624 0.6244 3.9362 0.00
H -1.2308 -1.9359 4.6718 0.00
H -6.2608 -1.8280 0.2632 0.00
H -6.6909 -2.0956 -2.1669 0.00
H -5.0138 -3.1669 -3.6115 0.00
H -2.5941 -3.8748 -3.8288 0.00
H -2.6376 -5.3665 -2.8844 0.00
H -1.4816 -1.9492 -1.4950 -0.01
H 1.3213 -4.9472 -0.8086 0.00
H -2.7773 -4.2503 -0.1262 0.00
C 6.8234 1.1920 -1.4590 0.01
C 6.7063 -0.1531 -0.7884 0.12
Sb 4.8236 -1.1729 -1.4910 0.65
C 5.3195 -1.9487 -3.5213 0.07
C 6.7492 -2.4084 -3.5726 0.01
C 4.4450 -3.0385 -0.3030 0.11
C 5.7090 -3.7833 0.0473 0.02
H 7.7079 1.7129 -1.0880 0.01
H 5.9594 1.8205 -1.2387 0.00
H 6.9202 1.1007 -2.5403 0.00
H 6.6086 -0.0651 0.2920 0.00
H 7.5144 -0.8385 -1.0348 0.01
H 5.1151 -1.1325 -4.2099 0.00
H 4.6075 -2.7563 -3.6775 0.00
H 7.4413 -1.5845 -3.4205 0.00
H 6.9674 -2.8203 -4.5602 0.01
H 6.9511 -3.1958 -2.8503 0.00
H 3.7800 -3.6207 -0.9405 -0.01
H 3.8962 -2.7201 0.5838 0.00
H 6.2147 -4.1453 -0.8424 0.00
H 5.4581 -4.6541 0.6548 0.01
H 6.3960 -3.1689 0.6240 0.00
F 2.2330 0.1875 -0.8252 -0.05
P 1.9368 0.6954 -2.3786 -0.04
F 2.3385 -0.7983 -2.8772 0.01
F 0.3916 0.1936 -2.1706 0.03
F 3.4701 1.1720 -2.4828 0.02
F 1.5232 2.1445 -1.7333 0.03
F 1.5896 1.1856 -3.8281 0.00
S -1.0640 0.0818 0.4971 0.76
Sb -0.9666 2.1980 -0.5337 0.00
C -1.2688 2.6404 -2.6559 0.00
C -1.7975 1.6840 -3.4950 -0.01
C -1.9976 2.0195 -4.8274 0.00
C -1.6614 3.2800 -5.2888 0.00
C -1.1482 4.2288 -4.4231 0.00
C -0.9628 3.9134 -3.0847 0.00
C 0.2060 3.6333 0.5997 -0.01
C 0.3109 3.3978 1.9607 0.00
C 0.9219 4.3487 2.7636 0.00
C 1.3895 5.5303 2.2119 0.00
C 1.2851 5.7482 0.8485 0.00
C 0.7136 4.7853 0.0288 0.00
C -2.9702 2.4732 0.2671 0.06
C -3.1999 3.3484 1.3078 0.01
C -4.4925 3.4751 1.8004 0.00
C -5.5214 2.7153 1.2659 0.02
C -5.2704 1.8288 0.2301 -0.01
C -3.9834 1.6998 -0.2692 0.01
H -2.0159 0.6856 -3.1411 0.00
H -2.4215 1.2865 -5.4970 0.00
H -1.7994 3.5271 -6.3310 0.00
H -0.9017 5.2211 -4.7687 0.00
H -0.5879 4.6708 -2.4143 0.00
H -0.0766 2.4852 2.3974 0.00
H 1.0135 4.1650 3.8231 0.00
H 1.8386 6.2836 2.8416 0.00
H 1.6443 6.6689 0.4150 0.00
H 0.7044 4.9526 -1.0372 0.00
H -2.4026 3.9497 1.7209 0.00
H -4.6880 4.1730 2.6023 0.00
H -6.5251 2.8171 1.6572 0.00
H -6.0691 1.2344 -0.1911 0.00
H -3.7832 1.0102 -1.0806 0.01
```

## Properties
HOMO-LUMO gap (alpha / beta) = 6.83 / 4.21 eV
<S²> = 3.7931
2S+1 = 4
Calculated total energy = -4171.64384 a.u.
Net charge = +3



This record from OMol25 describes 11 unconnected molecules or ions with the total composition C44H46ClF10N5O31 at a distorted geometry. The level of theory is wB97M-V/def2-TZVPD.

XYZ file:
```
137
Properties=species:S:1:pos:R:3:lowdin_charge:R:1
C 4.4158 -1.9082 -0.8792 0.01
C 3.5632 -1.8871 -1.9404 -0.13
C 3.1741 -0.6730 -2.7149 -0.15
C 1.8486 -0.3975 -2.9039 0.02
C 1.4406 0.7321 -3.6768 -0.19
C -0.0032 1.1354 -3.9383 -0.07
C -1.0155 -0.0385 -4.1104 -0.65
N -1.9877 0.4480 -5.1322 0.06
N -0.4810 -1.2738 -4.6354 0.09
N -1.7459 -0.2335 -2.8460 0.09
C 2.4173 1.5324 -4.1902 0.01
C 3.7946 1.3029 -3.9921 -0.20
N 4.6932 2.2110 -4.5305 0.15
C 5.9687 1.8646 -4.2830 -0.09
C 6.3360 0.7001 -3.5557 -0.29
C 7.8308 0.4175 -3.3822 -0.10
C 8.4103 0.9973 -2.0955 -0.75
O 9.0405 0.2913 -1.3700 0.04
Cl 8.1971 2.7273 -1.6749 0.67
N 5.4999 -0.1480 -3.0186 0.21
C 4.2007 0.1785 -3.2476 -0.15
H 4.1890 -1.3731 0.0499 0.06
H 5.3416 -2.4969 -0.8954 0.06
H 3.1494 -2.8444 -2.2912 0.11
H 1.0939 -1.0440 -2.4597 0.12
H -0.0170 1.7344 -4.8585 0.12
H -0.2997 1.8176 -3.1253 0.13
H -2.7376 -0.2331 -5.2009 0.07
H -2.3403 1.3439 -4.7799 0.01
H -0.2992 -1.9604 -3.9171 0.07
H 0.3073 -1.1349 -5.2512 0.08
H -2.5833 -0.7878 -3.0118 0.08
H -2.1186 0.6868 -2.6271 0.05
H 2.1306 2.4188 -4.7602 0.13
H 6.7513 2.5146 -4.6784 0.11
H 8.0693 -0.6446 -3.4839 0.13
H 8.3550 0.9227 -4.2144 0.12
O -2.8445 2.9076 -4.1347 0.15
C -3.9565 3.0827 -4.5192 -0.53
O -4.9562 2.1832 -4.3866 0.08
C -6.1560 2.8101 -4.8448 -0.05
C -5.6198 3.8795 -5.7597 -0.31
F -6.4136 4.9769 -5.7612 0.08
O -4.3805 4.2077 -5.1558 0.15
H -6.6971 3.2259 -3.9933 0.15
H -6.7989 2.0991 -5.3585 0.14
H -5.4496 3.5527 -6.7873 0.18
O -4.0137 0.6308 -1.2452 0.15
C -3.4606 0.6205 -0.1917 -0.56
O -2.7875 -0.4379 0.3045 0.07
C -2.1470 -0.0143 1.5180 -0.04
C -3.0134 1.1556 1.9207 -0.30
F -2.3063 2.1114 2.5712 0.08
O -3.4390 1.6757 0.6720 0.14
H -1.1215 0.2678 1.3058 0.12
H -2.1445 -0.8083 2.2621 0.14
H -3.8851 0.8826 2.5184 0.16
O 7.6365 -1.5489 -9.1917 0.16
C 6.7030 -1.0357 -8.6686 -0.52
O 6.4705 0.3095 -8.6655 0.08
C 5.1885 0.4976 -8.0616 -0.06
C 5.0470 -0.7275 -7.2353 -0.33
F 3.7465 -1.1036 -7.1446 0.08
O 5.7307 -1.7155 -7.9811 0.15
H 4.4326 0.5764 -8.8443 0.15
H 5.1578 1.3957 -7.4469 0.13
H 5.4700 -0.6421 -6.2304 0.17
O -4.1298 -2.0258 4.1328 0.18
C -5.2619 -1.9006 3.8004 -0.54
O -6.2219 -2.8379 3.9717 0.08
C -7.4650 -2.2534 3.5687 -0.05
C -7.0120 -1.1621 2.6365 -0.30
F -7.8482 -0.0949 2.6776 0.08
O -5.7606 -0.7845 3.1880 0.12
H -7.9823 -1.8644 4.4424 0.12
H -8.1034 -2.9851 3.0793 0.15
H -6.8759 -1.4777 1.6002 0.18
O 0.2647 1.2412 2.5835 0.16
C 0.5411 1.8823 3.5411 -0.53
O 1.1745 1.3906 4.6368 0.08
C 1.4450 2.4951 5.5024 -0.05
C 0.4081 3.4969 5.0659 -0.32
F 0.8573 4.7679 5.2019 0.08
O 0.2578 3.2069 3.6892 0.14
H 2.4621 2.8516 5.3315 0.15
H 1.3420 2.2092 6.5467 0.14
H -0.5570 3.3971 5.5669 0.18
O -7.6646 -3.9612 6.4007 0.18
C -7.3505 -2.9980 7.0165 -0.53
O -6.6524 -3.0225 8.1759 0.08
C -6.3578 -1.6669 8.5270 -0.04
C -7.4373 -0.9131 7.7964 -0.30
F -7.0074 0.3079 7.3997 0.08
O -7.6564 -1.7173 6.6476 0.11
H -5.3585 -1.4083 8.1727 0.15
H -6.3990 -1.5225 9.6039 0.14
H -8.3711 -0.8079 8.3519 0.18
O -10.3180 -9.0603 8.8763 0.18
C -9.3659 -8.3884 8.6679 -0.55
O -9.3885 -7.2080 7.9955 0.08
C -8.0754 -6.6458 8.0756 -0.06
C -7.2272 -7.8637 8.3275 -0.31
F -6.1463 -7.5675 9.0927 0.07
O -8.0959 -8.7019 9.0667 0.13
H -8.0342 -5.9339 8.9022 0.15
H -7.8113 -6.1319 7.1568 0.12
H -6.9009 -8.3823 7.4238 0.17
O 13.5408 -0.4882 -7.3864 0.18
C 12.4427 -0.3070 -7.7901 -0.55
O 11.4196 -1.1918 -7.6645 0.08
C 10.2370 -0.5499 -8.1533 -0.06
C 10.8048 0.4994 -9.0697 -0.31
F 10.0262 1.6109 -9.0964 0.07
O 12.0382 0.8198 -8.4513 0.13
H 9.6875 -0.1150 -7.3149 0.14
H 9.5913 -1.2527 -8.6702 0.11
H 10.9852 0.1578 -10.0905 0.18
O -11.8059 1.7953 7.2798 0.19
C -10.8817 2.4990 7.0554 -0.54
O -10.9533 3.6757 6.3802 0.08
C -9.6601 4.2821 6.4398 -0.06
C -8.7658 3.0942 6.6818 -0.33
F -7.6862 3.4288 7.4306 0.07
O -9.5956 2.2301 7.4363 0.12
H -9.6306 4.9967 7.2641 0.15
H -9.4280 4.8021 5.5132 0.14
H -8.4359 2.5829 5.7751 0.17
O 12.0653 1.8227 4.1349 0.18
C 11.9416 1.4674 3.0121 -0.55
O 11.0506 1.9937 2.1322 0.07
C 11.3065 1.3949 0.8583 -0.06
C 11.9896 0.1114 1.2442 -0.32
F 12.8989 -0.2673 0.3122 0.08
O 12.6726 0.4679 2.4325 0.13
H 11.9540 2.0504 0.2724 0.15
H 10.3830 1.2362 0.3019 0.10
H 11.3106 -0.7191 1.4472 0.18
```

## Properties
SMILES = C=Cc1cc(CC(N)(N)N)cc2ncc(CC(=O)Cl)nc12.O=C1OC[C@@H](F)O1.O=C1OC[C@@H](F)O1.O=C1OC[C@@H](F)O1.O=C1OC[C@@H](F)O1.O=C1OC[C@@H](F)O1.O=C1OC[C@@H](F)O1.O=C1OC[C@@H](F)O1.O=C1OC[C@@H](F)O1.O=C1OC[C@@H](F)O1.O=C1OC[C@@H](F)O1
HOMO-LUMO gap = 7.25 eV
2S+1 = 1
Calculated total energy = -5769.39226 a.u.
Net charge = 0